Formula: C34H35OZr
Source: the OMol25 dataset
Level of theory: ωB97M-V with the def2-TZVPD basis set

Values from the calculation:
F_max in eV Å⁻¹: 2.04
LUMO energy in Eh: 0.087
Frontier orbital gap in Eh: 0.1187

Geometry as ORCA input:
```
! RIJCOSX wB97M-V def2-TZVPD def2/J DEFGRID3
* xyz -1 1
C -5.7183 -1.4628 0.9011
C -4.8780 -1.4854 2.1840
C -5.7701 -1.4682 3.4242
C -3.9243 -2.6708 2.1948
C -3.3405 -3.2585 3.3765
C -2.2054 -4.0319 2.9511
C -2.0573 -3.8801 1.5338
C -3.1161 -3.0444 1.0630
Zr -1.8172 -1.5346 2.6634
C 1.4242 -1.0761 -1.1164
C -0.3230 -1.5149 4.3212
C -2.1457 1.0040 2.9525
C -2.0131 0.8658 1.5346
C -3.0765 0.0347 1.0670
C -3.8818 -0.3360 2.2001
C -3.2841 0.2354 3.3823
H -5.1103 -1.4586 -0.0104
H -6.3718 -2.3442 0.8693
H -6.3511 -0.5658 0.8901
H -5.1943 -1.4667 4.3558
H -6.4002 -0.5703 3.4080
H -6.4197 -2.3520 3.4211
H -3.7872 -3.2516 4.3694
H -1.5970 -4.6627 3.5970
H -1.3280 -4.3780 0.8978
H -3.3373 -2.7979 0.0256
H 1.7395 -0.3284 -0.3691
H 1.2559 -2.0046 -0.5543
H 0.4428 -0.7670 -1.4982
H 0.3911 -0.6812 4.1707
H -0.7099 -1.4051 5.3465
H 0.2892 -2.4368 4.3172
H -1.5266 1.6219 3.5998
H -1.2943 1.3741 0.8933
H -3.3085 -0.2019 0.0277
H -3.7222 0.2213 4.3781
C 1.1488 6.7812 -1.3120
C 2.4371 6.2653 -1.4749
C 2.7192 5.3985 -2.5309
C 1.6798 5.0371 -3.3870
O 1.8888 4.0404 -4.3497
C 2.1693 2.7378 -3.9178
C 1.1233 1.8145 -3.9662
C 1.3368 0.5287 -3.5239
C 2.5355 0.1442 -2.9007
C 2.4513 -1.2056 -2.1838
C 3.6667 -1.9089 -1.5679
C 3.5900 -3.2987 -1.3816
C 4.5838 -3.9903 -0.6908
C 5.7212 -3.3125 -0.2460
C 5.7602 -1.9164 -0.3372
C 4.7419 -1.2233 -1.0087
C 3.6126 1.0364 -2.9847
C 3.4230 2.3572 -3.4337
C 0.3953 5.5877 -3.2766
C 0.1290 6.4402 -2.2062
H 0.9392 7.4735 -0.4980
H 3.2425 6.5341 -0.7897
H 3.7163 4.9855 -2.6972
H 0.1506 2.1463 -4.3294
H 0.5269 -0.1905 -3.6312
H 2.0814 -1.9128 -2.9449
H 2.7203 -3.8382 -1.7713
H 4.4657 -5.0595 -0.5025
H 6.5519 -3.8710 0.2050
H 6.5752 -1.3506 0.1187
H 4.7696 -0.1331 -1.0525
H 4.6288 0.7500 -2.7035
H 4.2341 3.0935 -3.3974
H -0.3671 5.2971 -4.0031
H -0.8817 6.8413 -2.0911
*
```

***

Formula: C3H6CuOS2
Source: the OMol25 dataset
Level of theory: ωB97M-V with the def2-TZVPD basis set

Values from the calculation:
F_max in eV Å⁻¹: 0.39
LUMO energy in Eh: 0.122
Frontier orbital gap in Eh: 0.2713

Geometry as ORCA input:
```
! RIJCOSX wB97M-V def2-TZVPD def2/J DEFGRID3
* xyz -1 1
Cu 0.1817 0.4661 -2.0132
C -0.8206 -0.8801 3.0444
O -1.0972 -0.7938 1.6583
C -0.9249 0.3886 1.0240
S -0.2036 1.6724 1.7778
S -1.5411 0.3240 -0.5786
H -1.0168 -1.9165 3.3155
H -1.4710 -0.2126 3.6140
H 0.2137 -0.6167 3.2680
C 1.4683 0.4072 -3.5241
H 1.4326 -0.5546 -4.0545
H 2.5200 0.5480 -3.2435
H 1.2590 1.1680 -4.2883
*
```

***

Formula: C24H45FLuP2
Source: the OMol25 dataset
Level of theory: ωB97M-V with the def2-TZVPD basis set

Values from the calculation:
F_max in eV Å⁻¹: 10.35
LUMO energy in Eh: -0.127
Frontier orbital gap in Eh: 0.2822

Geometry as ORCA input:
```
! RIJCOSX wB97M-V def2-TZVPD def2/J DEFGRID3
* xyz 1 1
Lu -0.0091 0.0068 0.9734
C -1.6434 1.5974 1.0683
C -2.0082 0.6314 0.0376
C -1.8941 -0.6019 2.0314
C -1.6444 0.8392 2.3162
C -2.1587 -0.7277 0.6056
C -1.7380 3.1298 0.9470
H -1.4068 3.4745 -0.0318
H -1.1326 3.6382 1.6926
H -2.7683 3.4584 1.0818
C -1.6453 1.4414 3.7332
H -1.4563 2.5119 3.7317
H -0.9192 0.9667 4.3892
H -2.6235 1.2985 4.1913
C -2.1543 -1.6774 3.1002
H -3.2185 -1.7487 3.3227
H -1.6372 -1.4488 4.0317
H -1.8144 -2.6573 2.7728
C -3.0912 -1.8723 0.1266
H -4.1197 -1.6080 0.3727
H -2.8895 -2.8004 0.6580
H -3.0945 -2.1086 -0.9313
C -2.8805 1.1726 -1.1192
H -3.8049 1.5643 -0.6946
H -3.2121 0.4153 -1.8253
H -2.4286 2.0104 -1.6419
C 1.5313 0.4018 -2.4460
C 0.5132 1.2710 -2.5982
C -0.0659 1.6361 -3.9486
C -0.9264 0.4867 -4.4976
C -0.9695 -0.7407 -3.5706
C 0.0504 -1.5812 -3.4933
C 1.3681 -1.3716 -4.2410
C 2.2356 -0.2718 -3.6124
H 0.7413 1.8658 -4.6446
H -0.5215 0.1855 -5.4628
H -0.6321 2.5637 -3.8658
H 2.5015 0.4736 -4.3622
H 1.9432 0.0435 -1.5314
H -0.0075 1.7735 -1.8258
H 3.1899 -0.6728 -3.2713
H 1.9032 -2.3133 -4.3507
H -0.0777 -2.5725 -3.1352
H 1.1581 -1.1057 -5.2757
H -1.9230 0.8144 -4.7828
H -1.9218 -1.0711 -3.2531
P 1.6150 1.6618 1.5302
C 1.3751 2.5980 3.1672
H 2.2471 3.2125 3.3889
H 1.2360 1.9332 4.0162
H 0.5251 3.2707 3.1067
C 3.4395 1.2393 1.8203
H 3.9811 2.0902 2.2329
H 3.9231 0.9597 0.8849
H 3.5305 0.4063 2.5169
C 1.9492 3.2859 0.5918
H 2.4478 3.0939 -0.3579
H 2.6036 3.9417 1.1657
H 1.0213 3.8229 0.4002
P 0.9025 -2.1262 0.7146
C -0.2083 -3.6475 0.3522
H 0.3889 -4.4721 -0.0382
H -1.0016 -3.4423 -0.3587
H -0.7296 -4.0007 1.2416
C 2.6266 -2.6058 0.0562
H 2.6056 -2.8087 -1.0038
H 3.0280 -3.5191 0.4937
H 3.3435 -1.8107 0.2578
C 1.3728 -3.1648 2.2727
H 1.5948 -4.2072 2.0395
H 0.5625 -3.1733 3.0024
H 2.2678 -2.7692 2.7546
F 0.6576 -0.4896 2.9811
*
```

***

Formula: C8H14O2P
Source: the OMol25 dataset
Level of theory: ωB97M-V with the def2-TZVPD basis set

Values from the calculation:
ΔE to the lowest compared entry with this formula, charge and spin in kJ/mol: 162.1
F_max in eV Å⁻¹: 5.46
LUMO energy in Eh: 0.141
Frontier orbital gap in Eh: 0.2342
SMILES: [O-][P@@]1(O)=C2CCCC[C@@H]1CC2

Geometry as ORCA input:
```
! RIJCOSX wB97M-V def2-TZVPD def2/J DEFGRID3
* xyz -1 1
O -0.7408 -0.8309 2.5605
P 0.3791 -0.5756 1.6097
O 1.8035 -0.4259 2.4495
C 0.6463 -1.6520 0.1927
C -0.7685 -1.8231 -0.4569
C -1.8380 -0.5932 -0.5360
C -1.3522 0.7822 -0.9914
C -0.7827 1.6643 0.1153
C 0.5265 1.1663 0.6748
C 1.4343 0.8137 -0.4413
C 1.5592 -0.7593 -0.6016
H 2.4529 -0.7409 1.8315
H -0.7052 -2.1580 -1.4093
H -1.2766 -2.4710 0.2989
H -2.6083 -0.8726 -1.1810
H -2.2927 -0.3872 0.4885
H -0.6063 0.7231 -1.7687
H -2.3297 1.4296 -1.3663
H -0.7744 2.7170 -0.1350
H -1.5848 1.6192 0.8404
H 0.9325 1.8400 1.4553
H 2.5104 1.1014 -0.3468
H 1.2219 1.2241 -1.4209
H 2.5350 -0.8714 -0.1177
H 1.6588 -0.9199 -1.7442
*
```

***

Formula: C37H24ClN6O5PS6SbW
Source: the OMol25 dataset
Level of theory: ωB97M-V with the def2-TZVPD basis set

Values from the calculation:
ΔE to the lowest compared entry with this formula, charge and spin in kJ/mol: 87.8
F_max in eV Å⁻¹: 3.45
LUMO energy (alpha / beta) in Eh: -0.281 / -0.286
Frontier orbital gap (alpha / beta) in Eh: 0.1599 / 0.1552
Expectation value of S²: 0.775

Geometry as ORCA input:
```
! RIJCOSX wB97M-V def2-TZVPD def2/J DEFGRID3
* xyz 2 2
W -1.4835 2.0295 0.0309
Cl 2.6199 0.2689 -4.0899
C 2.0917 -1.3416 -4.1399
C 1.6096 -1.9002 -5.3211
C 1.0269 -3.1131 -5.2968
C 1.0822 -3.8980 -4.1448
C 1.6538 -3.4156 -3.0042
C 2.1448 -2.0765 -2.9395
P 2.6966 -1.2179 -1.3936
C 4.4944 -1.5303 -1.5073
C 5.2740 -0.8858 -0.5347
C 6.6311 -1.1660 -0.4005
C 7.3013 -1.8357 -1.4447
C 6.4978 -2.3643 -2.4851
C 5.1348 -2.1620 -2.5431
C 2.1104 -2.5013 -0.1260
C 2.9031 -3.5638 0.2804
C 2.3736 -4.4699 1.2162
C 1.1139 -4.2921 1.7556
C 0.4208 -3.1670 1.4876
C 0.8741 -2.2624 0.4903
H 1.5383 -1.2854 -6.2203
H 0.4927 -3.5103 -6.1219
H 0.6406 -4.8820 -4.0756
H 1.6098 -3.9351 -2.0459
H 4.6691 -0.1782 0.0949
H 7.2214 -0.7801 0.4017
H 8.3497 -2.0368 -1.4156
H 7.0084 -2.8244 -3.3263
H 4.5656 -2.7504 -3.2287
H 3.8335 -3.7684 -0.3026
H 2.8901 -5.3822 1.5132
H 0.7876 -5.0013 2.5281
H -0.5250 -2.8819 1.9611
H 0.1769 -1.4775 0.0966
S -4.4770 -4.6727 1.2716
N -4.8929 -3.3031 1.8243
C -4.3372 -2.3568 1.0056
C -4.3734 -0.9341 1.2270
C -5.2538 -0.3168 2.1898
C -5.0122 0.9829 2.5864
C -3.9998 1.6750 1.9076
N -3.2642 1.1390 0.9290
C -3.4450 -0.1616 0.5693
C -2.6162 -0.7052 -0.4408
N -1.8334 0.1998 -1.0972
C -1.1268 -0.2613 -2.1265
C -1.2276 -1.5567 -2.5922
C -1.9297 -2.4925 -1.8637
C -2.7134 -2.0767 -0.7820
C -3.5429 -2.9046 -0.0054
N -3.5302 -4.2861 0.0157
H -6.0002 -0.9343 2.7196
H -5.5427 1.5149 3.3303
H -3.9281 2.7568 2.1552
H -0.4445 0.4688 -2.5711
H -0.6520 -1.7969 -3.4527
H -2.0600 -3.5591 -2.1641
S -1.5494 6.7328 -1.8743
Sb -1.9511 4.8285 -2.8519
S -0.3433 3.0834 -1.5860
S -3.3003 3.4340 -0.9468
O -0.9222 0.6551 1.5168
N 0.3708 0.7390 1.4361
O 1.0933 0.2076 2.2045
O 0.5944 1.5540 0.4282
O -0.8361 2.3280 3.9669
S -0.4010 3.3145 3.0596
O 0.9645 3.3189 2.5163
N -1.4494 3.4073 1.5740
C -2.0811 4.5411 1.5397
S -3.2459 4.9730 0.3697
C -1.7289 5.4946 2.5703
C -2.0805 6.7850 2.6310
C -1.6361 7.5171 3.7198
C -0.8719 6.9405 4.7068
C -0.4127 5.6346 4.6292
C -0.9557 4.9145 3.5715
H -2.7284 7.2443 1.8728
H -1.8715 8.6284 3.7474
H -0.6600 7.6219 5.5327
H 0.3760 5.2427 5.2816
*
```

***

Formula: C19H42MgN3O9S3
Source: the OMol25 dataset
Level of theory: ωB97M-V with the def2-TZVPD basis set

Values from the calculation:
ΔE to the lowest compared entry with this formula, charge and spin in kJ/mol: 891.5
F_max in eV Å⁻¹: 4.08
LUMO energy in Eh: -0.311
Frontier orbital gap in Eh: 0.0501

Geometry as ORCA input:
```
! RIJCOSX wB97M-V def2-TZVPD def2/J DEFGRID3
* xyz 1 1
Mg 1.2317 -4.6499 -1.8930
N 0.2473 -0.2850 -0.5451
O 0.2485 0.7142 -1.2249
O -0.0310 -0.3018 0.6648
O 0.4937 -1.3847 -1.0733
C 2.4565 5.6555 -3.9428
C 2.3088 6.2657 -2.6155
N 2.1724 6.8278 -1.5835
H 3.4524 5.9197 -4.2984
H 1.7577 6.0459 -4.6827
H 2.4326 4.5671 -3.9963
C -3.1213 0.7061 -6.0520
C -4.5495 0.4910 -6.0170
N -5.7054 0.3273 -5.9840
H -2.5354 -0.1744 -5.7879
H -2.8234 1.5152 -5.3852
H -2.9361 1.0664 -7.0639
C -3.9203 7.6071 -1.7518
S -4.7735 6.2183 -0.9579
O -5.9575 5.7776 -1.8319
C -3.4896 4.8784 -0.9937
H -3.0118 7.8635 -1.2068
H -4.5876 8.4574 -1.6114
H -3.6637 7.5128 -2.8070
H -4.0227 3.9926 -0.6485
H -2.7904 5.1603 -0.2065
H -2.9780 4.7790 -1.9511
C 6.2103 -0.7255 -2.2206
S 5.7089 -2.1751 -3.2300
O 4.4820 -2.9056 -2.5608
C 5.0928 -1.1344 -4.6139
H 6.4869 -1.1091 -1.2385
H 5.4490 0.0513 -2.1491
H 7.1428 -0.4257 -2.6989
H 6.0438 -0.8932 -5.0887
H 4.5314 -0.2604 -4.2836
H 4.5208 -1.7377 -5.3189
C -4.7757 -6.5821 -1.0152
S -3.8026 -5.0077 -1.0774
O -2.3452 -5.4068 -1.3204
C -4.5370 -4.2226 -2.6057
H -5.8412 -6.3690 -1.1010
H -4.5110 -7.0890 -0.0872
H -4.5319 -7.2266 -1.8597
H -4.3623 -4.7741 -3.5295
H -4.2196 -3.1811 -2.5537
H -5.6060 -4.2932 -2.4051
C 3.4746 -5.9709 3.7276
C 3.1677 -4.7177 2.8310
O 2.5271 -4.7904 1.7743
C 3.8874 -3.4594 3.1289
H 2.4966 -6.4255 3.8854
H 3.8878 -5.6847 4.6948
H 4.1879 -6.6660 3.2847
H 4.9185 -3.5657 3.4660
H 3.2460 -2.9111 3.8190
H 3.8651 -2.7708 2.2842
C -1.9520 -2.8410 4.8843
C -2.9097 -1.8395 5.4757
O -3.9911 -2.1414 5.9269
C -2.4390 -0.4133 5.5615
H -2.3459 -3.7140 4.3641
H -1.2589 -3.1705 5.6584
H -1.1614 -2.3687 4.3012
H -1.4199 -0.4300 5.9477
H -2.9994 0.2449 6.2254
H -2.5728 -0.0132 4.5565
C 1.1845 3.8325 3.1827
C 2.2788 3.8622 4.1836
O 2.8470 4.9188 4.4100
C 2.7296 2.5779 4.9514
H 1.3962 3.4858 2.1712
H 0.8548 4.8022 2.8098
H 0.3624 3.2391 3.5829
H 2.7220 2.7021 6.0343
H 3.7786 2.4471 4.6855
H 2.1972 1.6956 4.5962
*
```

***

Formula: C8H16N3
Source: the OMol25 dataset
Level of theory: ωB97M-V with the def2-TZVPD basis set

Values from the calculation:
ΔE to the lowest compared entry with this formula, charge and spin in kJ/mol: 326.8
F_max in eV Å⁻¹: 5.52
LUMO energy (alpha / beta) in Eh: -0.201 / -0.201
Frontier orbital gap (alpha / beta) in Eh: 0.2030 / 0.2030
SMILES: [H]/N=C(C)/[NH+]=C/CCN(C)C=C

Geometry as ORCA input:
```
! RIJCOSX wB97M-V def2-TZVPD def2/J DEFGRID3
* xyz 1 1
H 3.8953 1.4968 -0.8318
N 3.1492 0.9687 -1.1710
C 2.6807 0.1400 -0.3127
C 3.0806 -0.3004 1.0452
N 1.5161 -0.5338 -0.6844
C 0.9030 -1.4145 0.0797
C -0.4743 -1.8750 -0.3844
C -1.5817 -1.2063 0.5103
N -1.9161 0.2131 0.1533
C -2.6036 0.3189 -1.1624
C -1.3664 1.2553 0.7222
C -1.6120 2.5644 0.5742
H 2.2781 0.1360 1.7693
H 3.9376 0.3479 1.3153
H 3.2976 -1.3594 0.8639
H 1.2479 -0.3125 -1.5730
H 1.1157 -1.7808 1.0761
H -0.5967 -1.5326 -1.3973
H -0.5947 -2.8821 -0.3325
H -2.4852 -1.7389 0.3784
H -1.3067 -1.2032 1.4887
H -3.0627 1.2670 -1.2876
H -1.9354 0.2754 -1.9882
H -3.4221 -0.3532 -1.2514
H -0.6525 1.1137 1.5070
H -2.3411 3.0336 -0.1385
H -1.1504 3.3618 1.0317
*
```

***

Formula: C5H8N4
Source: the OMol25 dataset
Level of theory: ωB97M-V with the def2-TZVPD basis set

Values from the calculation:
ΔE to the lowest compared entry with this formula, charge and spin in kJ/mol: 635.5
F_max in eV Å⁻¹: 5.82
LUMO energy in Eh: 0.005
Frontier orbital gap in Eh: 0.3119
SMILES: C=NN1CC=C/C1=N/N

Geometry as ORCA input:
```
! RIJCOSX wB97M-V def2-TZVPD def2/J DEFGRID3
* xyz 0 1
C 0.9693 2.0400 -0.7504
N -0.0147 1.7336 -0.0298
N -0.2206 0.3988 0.4716
C -1.7035 0.3596 0.6517
C -2.1365 -0.6161 -0.4371
C -1.0084 -1.4590 -0.5053
C 0.2439 -0.8306 -0.2021
N 1.4086 -1.4449 -0.3068
N 2.4928 -0.7124 0.2983
H 0.8704 3.2326 -1.1003
H 2.0591 1.3002 -0.6258
H -1.8379 0.0553 1.7394
H -1.9204 1.5165 0.7289
H -3.2405 -1.0258 -0.9087
H -1.2678 -2.6538 -0.7077
H 3.3374 -1.3284 0.4978
H 1.9689 -0.5657 1.1863
*
```

***

Formula: C29H51N4O6P2S
Source: the OMol25 dataset
Level of theory: ωB97M-V with the def2-TZVPD basis set

Values from the calculation:
F_max in eV Å⁻¹: 2.45
LUMO energy in Eh: 0.079
Frontier orbital gap in Eh: 0.2557

Geometry as ORCA input:
```
! RIJCOSX wB97M-V def2-TZVPD def2/J DEFGRID3
* xyz -1 1
C -1.7950 3.0675 1.9473
O -1.2055 2.4860 0.8053
C -0.7933 1.1290 1.0186
C -0.5743 0.4263 -0.2842
C 0.7371 0.7511 -1.0477
C 1.6616 1.7793 -0.4066
C 2.6485 1.2635 0.6798
C 2.5064 -0.1962 1.0590
C 3.4090 -0.6271 2.2122
C 2.7047 -1.3736 3.3504
C 1.6046 -2.3470 2.9377
C 1.9363 -3.8127 3.1672
C 0.8312 -4.7074 2.6231
O 0.9724 -6.0380 3.1581
O 0.8873 -4.7492 1.2562
P -0.5221 -4.0602 0.4193
O -1.0735 -3.4140 1.9762
C -0.6367 -4.3194 2.9218
P -1.1562 -3.9099 4.6281
O -1.1535 -2.2917 4.8027
O -0.0345 -4.4049 5.6904
S -2.9217 -4.6084 5.0300
H -1.6013 2.4909 2.8463
H -2.8701 3.1675 1.8030
H -1.3827 4.0598 2.1100
H 0.0775 1.1187 1.6735
H -1.5882 0.6041 1.5474
H -1.4269 0.6092 -0.9244
H -0.5814 -0.6397 -0.0708
H 1.2505 -0.1717 -1.2870
H 0.4407 1.1628 -2.0102
H 1.1122 2.6234 -0.0190
H 2.2738 2.1836 -1.2089
H 3.6714 1.4510 0.3690
H 2.4986 1.8662 1.5737
H 2.7504 -0.8231 0.2082
H 1.4621 -0.3879 1.2747
H 4.2631 -1.1848 1.8468
H 3.8354 0.2755 2.6483
H 3.4721 -1.8745 3.9348
H 2.2767 -0.6291 4.0169
H 1.2864 -2.2553 1.9074
H 0.7316 -2.1194 3.5339
H 2.1577 -4.0310 4.2140
H 2.8261 -4.0697 2.5965
H 1.7331 -6.0544 3.7617
H -0.1140 -4.6122 -0.8651
H 0.2779 -2.8809 0.1318
H -1.6428 -3.4305 -0.2668
H -1.3158 -5.2539 0.5918
H -1.1646 -5.2649 2.7772
H -0.9338 -2.1104 5.7330
H 0.7528 -3.8379 5.5740
N -5.2531 -1.1983 -1.4957
C -5.0285 0.1090 -1.1459
C -4.2197 0.1076 -0.0401
C -3.9403 -1.2427 0.2876
C -4.5857 -2.0249 -0.6303
H -5.8098 -1.5034 -2.2719
H -5.4569 0.9197 -1.7118
H -3.8557 0.9845 0.4717
H -3.3202 -1.5980 1.0953
H -4.6185 -3.0942 -0.7443
N -4.2092 1.9661 -4.1276
C -5.4593 2.4694 -4.3521
C -5.3798 3.3391 -5.4080
C -4.0258 3.3578 -5.8370
C -3.3304 2.4990 -5.0265
H -3.9716 1.3047 -3.4065
H -6.2958 2.1686 -3.7448
H -6.2000 3.8989 -5.8253
H -3.6103 3.9348 -6.6461
H -2.2902 2.2233 -5.0128
N 0.9481 6.8109 -2.3905
C 1.0449 7.0217 -1.0416
C 0.5629 5.9069 -0.4084
C 0.1618 4.9865 -1.4131
C 0.4120 5.5717 -2.6246
H 1.2255 7.4639 -3.0988
H 1.4464 7.9411 -0.6511
H 0.5042 5.7637 0.6576
H -0.2635 4.0084 -1.2594
H 0.2562 5.2153 -3.6283
N 4.2017 -0.4205 -2.8319
C 4.3580 -1.6810 -2.3289
C 5.7011 -1.9429 -2.2659
C 6.3804 -0.7924 -2.7505
C 5.4270 0.1308 -3.0889
H 3.3205 0.0360 -2.9856
H 3.5060 -2.2804 -2.0540
H 6.1461 -2.8557 -1.9077
H 7.4457 -0.6567 -2.8363
H 5.5144 1.1272 -3.4867
*
```